1.
Here is a 16-piece molecular cluster, C23H78N6O16 overall from the Open Molecules 2025 dataset. Energies are from wB97M-V/def2-TZVPD.

As for the total charge: 0. For the HOMO energy, the calculation gives -8.048 eV. For the energy above the lowest of the compared OMol25 structures with the same formula, charge and spin, the calculation gives 0.000 eV. The value obtained for the total energy is -66811.795 eV. The strongest force on any atom comes out at 9.288 eV Å⁻¹.

The geometry in XYZ format:
```
123
Properties=species:S:1:pos:R:3:forces:R:3
C 0.88557 -0.85267 -5.87826 -1.03 1.88 -0.40
C -0.41284 -1.06517 -5.16255 -0.48 0.57 -0.31
O -0.25805 -0.85352 -3.77594 0.50 -0.04 0.57
H 1.26731 0.08886 -5.48364 0.23 0.22 -0.32
H 0.64347 -0.72302 -6.94760 0.39 -0.14 0.37
H 1.62753 -1.56840 -5.72531 1.03 -1.50 0.19
H -0.82296 -2.02927 -5.42254 -0.31 -0.55 0.27
H -1.08776 -0.29056 -5.51409 -0.42 -0.01 -0.28
H -1.08084 -1.01685 -3.29047 0.20 -0.18 -0.51
C -3.01274 2.39520 1.25535 -1.13 -0.38 0.96
C -2.80280 2.66193 -0.24580 0.95 2.31 3.19
O -1.38809 2.70158 -0.38458 -0.21 -0.90 -0.75
H -2.69918 1.33252 1.47024 -0.19 1.35 0.03
H -4.06265 2.52860 1.68322 1.00 -0.27 -0.93
H -2.41004 3.13527 1.82214 -0.12 -0.79 -0.33
H -3.19197 3.66048 -0.46473 0.02 -0.15 -0.35
H -3.27982 1.93386 -0.79788 -0.88 -1.49 -1.63
H -1.12462 1.75292 -0.42955 0.53 0.74 -0.24
C 4.02959 0.71030 1.08878 1.73 -0.53 1.63
C 3.78862 -0.31912 2.20873 -0.21 1.41 -1.41
O 4.09505 0.22977 3.46468 0.81 0.92 -0.15
H 3.67212 0.40936 0.13720 -0.31 -0.40 -0.82
H 5.11833 0.87556 1.06376 -0.20 -0.16 -0.34
H 3.65057 1.65678 1.36134 -0.87 1.09 0.22
H 4.39884 -1.13574 1.99179 0.90 -1.68 -0.19
H 2.77770 -0.62735 2.23833 -1.26 -0.59 -0.22
H 4.41307 -0.48574 3.99096 0.19 -0.59 0.85
C -0.26247 0.07769 1.34838 0.25 0.23 -0.94
C 0.85127 0.31265 0.28106 -1.11 -2.45 0.22
O 0.14604 0.44229 -0.98378 1.36 1.88 0.05
H -1.20024 -0.41984 0.95480 1.30 0.22 0.13
H -0.56929 1.07813 1.65888 -0.01 -0.28 0.56
H 0.17147 -0.51725 2.13583 -0.29 0.03 0.73
H 1.58925 -0.57598 0.26573 -1.19 1.37 -0.24
H 1.41061 1.21110 0.57124 -0.27 -0.05 -0.75
H -0.33507 -0.34940 -1.18587 0.08 -1.34 0.24
C -1.26371 3.19790 -4.66492 -1.50 -1.09 -1.33
C -1.80522 2.38059 -3.55125 0.81 0.48 1.58
O -2.72784 1.40654 -3.87408 -1.70 -1.07 -0.81
H -2.03081 3.89067 -5.05492 0.22 -0.39 -0.02
H -0.94342 2.49466 -5.42484 0.20 0.23 -0.55
H -0.45390 3.75925 -4.34587 1.68 1.05 0.61
H -2.18838 3.06937 -2.83935 -0.76 0.62 0.91
H -1.08792 1.82691 -2.95005 0.66 0.22 -0.35
H -3.61349 1.78442 -3.93811 0.21 0.00 -0.13
C -3.07040 -0.73846 -1.37896 1.12 -2.05 -1.08
C -3.64650 -1.36187 -2.62495 -3.44 0.05 -0.35
O -2.77809 -2.11809 -3.43277 2.28 1.94 0.97
H -2.64180 -1.52965 -0.77417 0.71 -0.11 0.03
H -3.81253 -0.37799 -0.75487 -1.85 1.05 0.87
H -2.36753 0.03674 -1.59330 0.51 0.45 -0.17
H -4.25799 -0.63465 -3.21850 1.11 -0.08 0.14
H -4.42989 -2.10936 -2.42930 -0.10 0.31 1.11
H -3.26422 -2.51408 -4.10677 -1.24 -0.90 -1.87
C -3.79785 -0.78803 2.80430 -0.97 0.00 1.51
C -4.29347 -1.06545 4.25492 -0.14 -0.11 -1.96
O -3.54277 -2.11756 4.81535 0.33 0.05 1.18
H -2.75020 -0.65718 2.70990 1.13 -0.02 0.44
H -4.22894 0.10931 2.45110 -0.74 1.09 -0.33
H -4.08836 -1.54181 2.12041 -0.40 -1.06 -0.54
H -5.36360 -1.31635 4.28224 0.17 -0.10 -0.29
H -4.20667 -0.18626 4.85251 0.29 0.82 0.41
H -3.23824 -1.74486 5.65860 0.16 -0.73 -0.28
C -0.33802 -3.76865 -1.60249 2.08 4.52 1.31
O -0.04838 -2.47276 -1.15263 -1.65 -5.48 -1.81
N 0.55210 -4.74570 -1.49095 1.48 0.56 1.15
N -1.48568 -4.00988 -2.20138 -1.52 -0.73 -0.82
H 1.51968 -4.47083 -1.15782 -1.13 -0.39 -0.50
H 0.53341 -5.63265 -1.94764 -0.69 -0.18 -0.30
H -1.95370 -3.19851 -2.60902 -0.01 -0.35 0.32
H -1.72233 -4.91336 -2.63846 0.64 0.78 0.62
C 2.94619 -3.65318 0.29374 5.06 -3.38 7.01
O 3.87233 -4.23695 1.10535 -3.67 2.44 -3.58
N 1.87612 -3.07658 0.73739 -1.64 1.21 0.75
N 2.99176 -3.72866 -0.99863 1.15 -0.28 -4.31
H 1.66868 -3.06332 1.73282 0.41 0.05 0.20
H 1.16306 -2.81657 0.05319 -0.09 0.25 0.16
H 3.70715 -4.25692 -1.45592 0.58 -0.05 0.31
H 2.64910 -2.95125 -1.54976 -0.36 0.19 -0.28
C 0.77436 1.19229 4.18497 0.54 -3.66 1.57
O 0.79186 -0.09228 4.75112 -0.48 6.70 -2.73
N -0.21562 2.10931 4.28770 -0.80 -1.34 0.57
N 1.78294 1.70585 3.47276 2.23 -2.56 -0.27
H -0.96385 1.77905 4.84933 -0.79 0.27 0.27
H -0.19816 3.06294 3.92392 0.24 -0.81 0.72
H 2.60969 1.05282 3.38572 -1.29 1.40 0.46
H 1.76585 2.51302 2.85250 -0.32 -0.21 0.53
C 3.11137 -0.98910 -3.18832 0.06 1.05 -0.17
O 2.11113 -1.92308 -2.91796 0.91 -1.03 -0.77
H 3.12160 -0.35336 -2.33200 0.03 1.43 0.40
H 3.05997 -0.40217 -4.14622 -0.30 -0.66 0.92
H 4.05929 -1.44522 -3.11849 1.19 -0.97 -0.36
H 1.29547 -1.54169 -3.20765 -1.57 0.32 0.05
C -1.33684 -3.03688 2.07224 0.71 -1.06 -0.42
O -1.14864 -2.48659 3.33695 1.29 1.34 -0.19
H -2.30710 -2.82930 1.64145 -0.26 0.31 -0.22
H -1.25542 -4.09877 2.23037 -0.10 -0.86 -0.59
H -0.52719 -2.76149 1.36664 -0.67 0.19 0.59
H -1.89048 -2.67207 3.88871 -1.05 -0.09 0.71
C 1.82752 2.55783 -2.46472 1.55 0.38 -0.36
O 1.37922 1.90562 -3.58082 -0.07 -0.20 -2.74
H 0.99285 3.02089 -1.99657 -0.51 0.53 1.09
H 2.55934 3.34885 -2.81224 -0.65 -0.87 0.58
H 2.30983 1.76953 -1.88953 0.30 0.63 1.01
H 0.69474 1.29011 -3.35043 -0.43 -0.69 0.38
C 2.48961 -2.60183 4.33457 2.54 0.40 1.23
O 1.55495 -2.94625 3.39344 -1.37 -0.23 -0.48
H 3.53361 -2.97357 4.03503 -1.56 0.32 0.17
H 2.26934 -2.99603 5.32791 -0.06 -0.52 0.05
H 2.53667 -1.52541 4.53463 -0.07 0.00 -0.42
H 0.66504 -2.61762 3.64709 0.36 -0.02 0.04
C 2.28620 4.02687 0.45275 -0.67 -0.57 1.14
O 2.37087 3.81112 1.84417 0.11 0.22 0.88
H 1.34645 3.57996 0.16010 -0.30 0.31 -0.37
H 3.06572 3.50423 -0.00359 1.30 -0.82 -1.15
H 2.37861 5.05920 0.26810 -0.28 1.32 -0.71
H 3.08696 4.31979 2.23596 0.03 -0.07 -0.08
C -0.39136 4.88284 2.50058 -2.38 0.08 -0.45
O -0.34147 4.87878 3.90075 1.04 0.78 1.43
H 0.17644 5.70696 2.07936 0.02 -0.09 -0.32
H -1.49824 4.97345 2.35877 0.84 0.32 -1.16
H -0.11326 3.91334 2.06987 0.24 0.35 0.29
H -0.39261 5.80416 4.21108 0.05 -0.91 -0.15
```
Forces are in eV/Å.

Atom charges from the Löwdin analysis, given in e for atoms 1 to 2: C -0.07; C -0.30

***

2.
Here is a 13-piece molecular cluster, H26O13 overall from the Open Molecules 2025 dataset. Energies are from wB97M-V/def2-TZVPD.

As for the total charge: 0. For the HOMO energy, the calculation gives -9.671 eV. For the energy above the lowest of the compared OMol25 structures with the same formula, charge and spin, the calculation gives 2.095 eV. The value obtained for the total energy is -27039.852 eV. The strongest force on any atom comes out at 3.085 eV Å⁻¹.

The geometry in XYZ format:
```
39
Properties=species:S:1:pos:R:3:forces:R:3
O -39.40700 -4.53200 -6.90000 -0.79 -0.54 -1.07
H -38.59500 -4.63500 -6.43500 1.94 0.36 0.32
H -39.85900 -3.92700 -6.32400 -0.70 0.78 0.32
O -34.87100 -3.11200 -5.62600 0.68 -0.19 1.12
H -33.90400 -3.14600 -5.62800 -0.27 0.18 -0.18
H -35.14900 -3.57500 -6.41600 -0.04 0.21 -1.32
O -37.14000 -3.30300 -3.15100 -0.29 0.16 0.02
H -36.30700 -3.65500 -2.82400 0.10 0.07 0.43
H -37.17900 -3.75200 -4.01600 -0.19 0.55 0.24
O -38.03400 -1.52300 -5.88900 -0.55 -0.41 -0.06
H -38.56000 -2.17200 -5.35800 0.86 0.86 -0.36
H -37.48400 -1.01600 -5.28700 0.00 -0.29 0.23
O -37.65100 -6.59600 -3.65400 0.50 0.32 0.22
H -38.45500 -7.07200 -3.63900 -1.61 -0.65 0.10
H -37.04600 -7.24000 -4.04900 0.65 -0.32 -0.03
O -39.96400 -3.04800 -4.68200 0.95 -1.71 -1.67
H -39.75200 -3.73000 -4.04600 -0.09 0.41 0.80
H -40.44600 -2.32400 -4.36800 -1.06 1.31 1.34
O -35.62300 -3.91300 -8.18900 0.84 -1.83 0.33
H -36.00700 -4.81800 -8.11900 0.27 0.81 -0.09
H -36.34900 -3.34000 -8.34100 -1.20 0.98 -0.16
O -34.72000 -4.82400 -3.20100 -1.14 0.04 0.69
H -34.08700 -5.30700 -2.70000 0.62 -0.66 0.83
H -34.31900 -4.67400 -4.03100 0.60 0.57 -1.47
O -36.96400 -5.65000 -1.16500 0.38 0.73 0.47
H -37.19900 -5.92200 -2.05000 -0.07 -0.02 -0.61
H -37.16700 -6.39600 -0.62100 -0.14 -0.65 0.57
O -39.60900 -7.06100 -6.13200 -0.22 -1.09 1.25
H -39.44700 -6.12200 -6.24800 -0.31 0.71 -0.75
H -40.14300 -7.06800 -5.31700 0.14 -0.27 -0.62
O -35.75100 -7.89900 -4.95200 0.23 -3.07 -0.19
H -35.80200 -7.20500 -5.57600 -0.13 1.77 -1.15
H -35.81400 -8.68900 -5.56800 0.05 1.09 1.48
O -36.00200 -6.63000 -7.39400 0.74 -0.33 0.06
H -36.64800 -7.31900 -7.57800 -0.26 0.01 -0.17
H -35.13100 -7.06500 -7.44500 -0.42 0.28 -0.34
O -37.12500 -4.72200 -5.33000 -0.42 0.76 -1.62
H -37.46300 -5.48900 -4.86000 0.60 -0.62 0.67
H -36.16500 -4.62000 -5.35100 -0.21 -0.30 0.36
```
Forces are in eV/Å.

Atom charges from the Löwdin analysis, given in e for atoms 1 to 2: O -0.03; H -0.03

***

3.
Here is a 5-piece molecular cluster, H10O4S2 overall from the Open Molecules 2025 dataset. Energies are from wB97M-V/def2-TZVPD.

As for the SMILES: SS.O.O.O.O. As for the total charge: 0. For the HOMO energy, the calculation gives -9.189 eV. For the energy above the lowest of the compared OMol25 structures with the same formula, charge and spin, the calculation gives 0.869 eV. The value obtained for the total energy is -30022.278 eV. The strongest force on any atom comes out at 0.742 eV Å⁻¹.

The geometry in XYZ format:
```
16
Properties=species:S:1:pos:R:3:forces:R:3
S -2.34222 -1.94528 3.49019 -0.40 0.51 0.23
S -4.05043 -0.72083 3.57716 0.57 -0.39 -0.28
H -2.50290 -2.44066 4.72407 0.05 -0.17 -0.03
H -4.72180 -1.45072 2.67769 -0.22 0.05 0.08
O -0.57642 -2.85877 -3.84735 0.28 0.03 0.08
H 0.33150 -3.14634 -4.00048 -0.09 0.04 0.02
H -1.10217 -3.40183 -4.43845 -0.13 -0.03 -0.04
O 0.62380 -0.31253 -1.85478 -0.33 0.05 -0.04
H -0.14336 0.24704 -1.67974 0.24 0.06 0.08
H 0.21781 -1.09617 -2.24130 0.08 -0.13 -0.09
O 1.14188 4.29400 0.43363 -0.25 0.15 0.32
H 1.15992 4.87530 1.20906 0.11 -0.23 -0.37
H 1.98044 4.41019 -0.01599 0.13 0.11 0.04
O 3.13716 0.90379 0.81740 -0.12 -0.29 0.14
H 3.13340 1.11895 -0.11971 0.05 0.10 0.08
H 3.71340 1.52387 1.26861 0.05 0.13 -0.20
```
Forces are in eV/Å.

Atom charges from the Löwdin analysis, given in e for atoms 1 to 2: S 0.22; S 0.22